[1]
ORCA calculation (ωB97M-V/def2-TZVPD) on C16H39F3N3O5Ti as an isolated structure at a distorted geometry.

The geometry in XYZ format:
```
67
C16H39F3N3O5Ti | the Open Molecules 2025 dataset | ωB97M-V/def2-TZVPD
Ti -0.1908 0.3269 0.0648
F 1.8490 -3.5549 2.6984
F 2.9384 -2.5559 1.0839
F 3.6914 -2.4968 3.1145
O -0.2338 1.5508 -1.9522
O 0.5194 -4.3681 -2.3497
O 2.7086 -0.0876 2.8180
O 0.7956 -0.8748 1.8169
O -4.1501 -0.3106 2.0759
N 0.9984 2.2474 0.4282
N 0.2825 -1.7578 -1.2065
N -2.5755 0.4393 -0.1267
C 2.5802 -1.2841 -1.7923
C 0.7630 -5.7409 -2.2444
C -0.2953 2.9143 -1.5354
C -5.1570 -0.8362 2.9204
C 3.5218 0.2427 1.7275
C 1.6641 -3.5880 -2.0804
C 4.4368 1.3913 2.1707
C 0.2177 4.5584 0.4074
C 1.7598 -1.1465 2.6691
C -3.5202 1.4259 0.5258
C -0.1749 1.3749 -3.3478
C -0.1327 3.1240 0.0049
C 2.5411 -2.4582 2.3867
C 1.3289 -2.0939 -2.1719
C -4.0813 2.3779 -0.5158
C -4.6442 0.7508 1.2956
H 3.4739 -1.6344 -2.3164
H -2.7617 -0.3523 0.5080
H 2.0032 -3.7354 -1.0488
H -1.0910 1.7022 -3.8462
H 2.4539 -0.2411 -2.0839
H 4.1279 -0.5863 1.3520
H 5.1709 1.1476 2.9351
H -1.2259 3.3890 -1.8553
H -0.1687 -6.2869 -2.3640
H 1.1615 -5.9804 -1.2487
H 0.5806 3.4238 -1.9605
H -3.2585 2.9732 -0.9048
H -3.1156 0.1425 -0.9492
H 1.8426 2.6999 0.0711
H -0.4911 5.2688 -0.0475
H 0.9941 -1.7854 -3.1644
H -2.8768 1.9823 1.2167
H 1.5080 -6.1346 -2.9456
H -4.6674 -1.6326 3.4786
H 1.1310 4.8740 -0.1030
H -5.5940 -0.1319 3.6306
H -1.0256 2.7470 0.5081
H -0.4902 -2.3962 -1.3940
H 2.3970 -3.8280 -2.8603
H 1.1466 2.4408 1.4233
H -5.3513 0.3890 0.5277
H -5.9574 -1.2828 2.3235
H -4.8093 3.0217 -0.0103
H 0.1408 4.7134 1.4783
H 0.5945 -1.9508 -0.2464
H 0.6663 1.8879 -3.8259
H 3.7949 2.1816 2.5656
H -4.6518 1.8794 -1.3018
H 1.4200 -1.2831 3.7053
H 2.9734 0.6478 0.8697
H -5.1629 1.4816 1.9255
H -0.0203 0.3041 -3.4648
H 4.9277 1.7410 1.2591
H 2.7698 -1.3662 -0.7219
```

Frontier orbital gap (spin up / spin down)   3.7 / 8.2 eV
Multiplicity   4
<S²>   3.752
HOMO (spin up / spin down)   -3.312 / -7.886 eV
Energy relative to the best compared isomer or geometry (same formula, charge and spin)   111.11 kJ/mol

---

[2]
ORCA calculation (ωB97M-V/def2-TZVPD) on C2H6N2O3 as an isolated structure at a distorted geometry.

The geometry in XYZ format:
```
13
C2H6N2O3 | the Open Molecules 2025 dataset | ωB97M-V/def2-TZVPD
O 1.7535 0.2268 1.0054
O 1.4098 -0.3234 -1.0052
O 3.3008 0.4949 -0.3887
N -0.5700 -0.1422 0.3543
N 2.2321 0.1120 -0.2141
C -1.1011 0.8189 -0.5926
C -1.1669 -1.2084 0.6429
H -2.0965 0.8579 -0.9066
H -2.2017 -1.2426 0.3747
H -0.4742 0.7291 -1.5114
H -0.9763 -1.9005 1.4346
H 0.6981 -0.1549 0.8139
H -0.8076 1.7324 -0.0073
```

Frontier orbital gap   10.9 eV
Multiplicity   1
HOMO   -10.479 eV
Energy relative to the best compared isomer or geometry (same formula, charge and spin)   676.91 kJ/mol

---

[3]
ORCA calculation (ωB97M-V/def2-TZVPD) on a 2-piece molecular cluster, C4H10N2O2 overall at a distorted geometry.

The geometry in XYZ format:
```
18
C4H10N2O2 | the Open Molecules 2025 dataset | ωB97M-V/def2-TZVPD
O -0.3531 -3.2062 1.2432
O -1.5570 1.7458 -1.0271
N 1.4356 -2.2629 0.2402
N -0.0704 2.6197 0.3891
C -0.4087 2.0418 -0.8105
C -0.3983 -0.8303 1.0208
C 0.7215 1.7048 -1.7650
C 0.2162 -2.1968 0.8849
H 0.6767 0.6343 -1.9483
H -0.8697 3.0035 0.8375
H 1.6550 1.9574 -1.2775
H -0.9987 -0.7674 0.1082
H 0.4065 2.1788 -2.6941
H 1.7728 -3.1975 0.0525
H -1.0234 -0.7556 1.8966
H 0.3816 -0.0861 0.8879
H 1.7729 -1.4723 -0.2678
H 0.7776 3.1423 0.5936
```

Frontier orbital gap   10.2 eV
Multiplicity   1
HOMO   -9.628 eV
Energy relative to the best compared isomer or geometry (same formula, charge and spin)   67.13 kJ/mol

---

[4]
ORCA calculation (ωB97M-V/def2-TZVPD) on one molecule with the formula C2H5N3OS2 at a distorted geometry.

The geometry in XYZ format:
```
13
C2H5N3OS2 | the Open Molecules 2025 dataset | ωB97M-V/def2-TZVPD
S 0.1813 1.2301 -1.6451
S 1.2454 -1.7066 -0.2981
O 0.3595 -1.4731 2.5741
N 0.3901 -0.2602 1.6756
N -0.2770 0.6233 -0.2952
N -2.3936 1.6443 -0.4765
C 0.3933 -0.3861 0.3507
C -1.5411 0.9584 0.0806
H -2.0552 2.2689 -1.2590
H 0.2076 0.4973 2.1452
H 1.5009 -1.8181 2.3546
H -0.4475 0.5597 -2.6485
H -2.0586 0.4160 0.9916
```

Frontier orbital gap   9.1 eV
Multiplicity   1
HOMO   -9.030 eV
Energy relative to the best compared isomer or geometry (same formula, charge and spin)   477.44 kJ/mol

---

[5]
ORCA calculation (ωB97M-V/def2-TZVPD) on C35H23Cl5N2O3Sm as an isolated structure.

The geometry in XYZ format:
```
69
C35H23Cl5N2O3Sm | the Open Molecules 2025 dataset | ωB97M-V/def2-TZVPD
Sm 0.2447 0.0179 0.3441
Cl -3.4615 -4.7424 -3.3327
Cl 0.2110 -0.7887 -2.8196
Cl -2.1408 -2.8491 1.5614
Cl -3.7935 -4.8114 -0.2350
Cl -1.4676 -2.7224 -4.6462
O 1.6681 1.5536 -0.4097
O 0.8966 -1.3214 2.0982
O 1.7047 3.6686 -2.3928
N 2.6279 -2.1974 0.8238
N 2.3988 -1.0642 0.0421
C -4.7301 3.0139 -3.8785
C -4.3076 4.9415 -2.5162
C -3.9158 2.2507 -3.0584
C -4.9314 4.3623 -3.6126
C -1.9136 -2.8276 -0.1801
C 1.7797 -5.6453 4.3860
C 1.0232 4.0872 -1.2127
C 2.5382 -4.5597 2.3773
C 2.4339 1.4911 -1.4799
C 1.7793 -2.2208 1.8156
C -1.6411 -2.7806 -2.9288
C 0.9945 0.9775 4.2816
C 3.2583 0.3642 -1.7235
C -2.4411 2.0317 -1.1016
C -1.7236 1.3535 -0.3787
C -3.2849 2.8225 -1.9485
C 1.0477 -4.5143 4.7180
C 1.0580 -3.4095 3.8790
C 1.0183 1.8536 3.2054
C -0.9105 -1.9465 -2.0890
C -3.4931 4.1812 -1.6926
C -2.6755 -3.7025 -0.9526
C 3.2917 -0.7888 -0.8313
C 2.4621 2.5366 -2.4392
C -0.2004 0.3866 4.6634
C 1.8061 -3.4222 2.7072
C -2.5331 -3.6750 -2.3401
C 4.0943 1.3272 -3.7688
C 3.2774 2.4330 -3.5525
C 4.0888 0.3024 -2.8502
C -1.3547 1.5419 2.8960
C -0.1569 2.1468 2.5216
C 2.5231 -5.6652 3.2126
C -1.3713 0.6584 3.9681
C -1.0068 -1.9397 -0.7175
H 1.9121 0.7301 4.7992
H -0.1454 2.8271 1.6761
H 0.1698 3.4468 -0.9943
H 4.7078 -0.5751 -2.9953
H 3.1079 -4.5588 1.4582
H 3.0883 -6.5490 2.9431
H 3.2509 3.2531 -4.2598
H 1.7655 -6.5127 5.0348
H 1.6954 4.1110 -0.3549
H 0.6830 5.0972 -1.4401
H -2.2965 0.1722 4.2495
H -5.5677 4.9575 -4.2555
H 1.9516 2.2943 2.8772
H -4.4539 5.9929 -2.2997
H -5.2090 2.5515 -4.7328
H -2.2510 1.7526 2.3283
H -0.2156 -0.3108 5.4919
H 0.4755 -2.5262 4.1044
H -3.7519 1.2007 -3.2631
H -3.0027 4.6285 -0.8374
H 0.4595 -4.4963 5.6273
H 4.7182 1.2788 -4.6515
H 4.1367 -1.4749 -0.9177
```

Charge   -1
Frontier orbital gap (spin up / spin down)   7.7 / 7.7 eV
Multiplicity   6
<S²>   8.758
HOMO (spin up / spin down)   -5.198 / -5.198 eV
Energy relative to the best compared isomer or geometry (same formula, charge and spin)   21.17 kJ/mol

---

[6]
ORCA calculation (ωB97M-V/def2-TZVPD) on one molecule with the formula CH5NO at a distorted geometry.

The geometry in XYZ format:
```
8
CH5NO | the Open Molecules 2025 dataset | ωB97M-V/def2-TZVPD
O 0.5833 0.7310 -0.3545
N 1.3875 -0.3601 -0.0034
C -0.8020 0.3778 -0.0728
H -0.7982 -0.2303 0.8715
H 1.0900 -1.0557 -0.6071
H 1.0175 -0.6374 0.9929
H -1.1681 -0.1126 -0.9070
H -1.3101 1.2874 0.0805
```

Frontier orbital gap (spin up / spin down)   5.1 / 7.8 eV
Multiplicity   3
<S²>   2.005
HOMO (spin up / spin down)   -3.766 / -12.087 eV
Energy relative to the best compared isomer or geometry (same formula, charge and spin)   375.58 kJ/mol

---

[7]
ORCA calculation (ωB97M-V/def2-TZVPD) on C15H33Br3O22S6 as an isolated structure at a distorted geometry.

The geometry in XYZ format:
```
79
C15H33Br3O22S6 | the Open Molecules 2025 dataset | ωB97M-V/def2-TZVPD
Br -3.3128 0.1370 0.5873
Br -0.2432 -0.5143 0.0704
Br -1.7779 -1.5638 2.8094
S -0.5650 -4.0059 -1.9490
S 2.0198 3.9571 -1.4161
S 1.4458 0.4941 3.7688
S -4.9779 3.7767 0.3579
S 4.2235 -4.4290 3.2861
S 1.1560 2.7712 -5.2376
O 2.6170 2.7760 -1.9624
O 0.8698 4.0305 -4.5416
O 2.5962 -4.5924 2.8880
O 0.4995 1.6362 -4.2130
O -5.3004 5.1944 0.6804
O 2.0928 -0.0535 2.3440
O -5.0841 2.8289 1.6951
O 4.7371 -5.7210 3.7157
O 0.9706 1.8636 3.4863
O -6.3103 3.0321 -0.2635
O 4.9448 -3.8278 2.1732
O 0.6241 -3.1556 -1.9264
O 0.6326 -0.5028 4.4001
O -1.7567 -3.2113 -2.7188
O 2.9374 0.5409 4.4186
O -0.4222 -5.3845 -2.5298
O 0.4218 4.1179 -1.8169
O 0.5883 2.6337 -6.5664
O 2.5846 5.2831 -1.5767
O -3.7128 3.4624 -0.3526
O -1.4199 -4.1587 -0.5061
O 1.5826 3.6955 0.1719
C -7.1843 2.6015 0.7400
C 3.4594 0.3439 2.1924
C -6.2150 1.8918 1.6692
C -2.7023 -2.8292 -1.8203
C 0.2020 3.4158 0.2978
C 4.1389 -3.3503 4.6966
C -0.4198 3.3094 -1.0663
C 1.9460 -3.3650 2.5487
C -2.7802 -3.7599 -0.6444
C -0.0820 0.4979 -4.6861
C 2.9784 2.2935 -5.2240
C 0.8839 -3.8028 1.4576
C 3.9451 1.0055 3.4796
C -1.5213 -0.1425 1.5044
C 0.1124 -0.5591 -3.6739
H -3.2937 -4.6884 -0.8941
H -0.2477 -1.5157 -4.0525
H -1.2623 0.7888 2.0080
H -6.6896 1.6181 2.6116
H 0.0513 2.4328 0.7441
H 2.5359 -2.5344 2.1613
H -3.1856 -3.2966 0.2551
H -7.5068 3.5791 1.0983
H -0.5154 -0.2833 -2.8266
H -1.3441 3.8476 -1.2763
H 1.4211 -2.8194 3.3329
H 3.4309 -3.7536 5.4205
H 1.1387 -0.8034 -3.4001
H 3.4563 1.1048 1.4119
H 5.1114 -3.3936 5.1870
H -0.3406 4.2432 0.7551
H 0.4119 -2.8763 1.1308
H 2.9513 1.2581 -5.5636
H 3.3715 2.5189 -4.2326
H 4.0800 -0.5197 1.9532
H 4.9785 0.7188 3.6742
H 0.1266 -4.4342 1.9224
H -2.2724 -1.8700 -1.5319
H 3.8596 -2.3844 4.2756
H -3.5954 -2.6915 -2.4298
H 1.4240 -4.1916 0.5943
H 0.4443 0.1023 -5.5548
H 3.4932 3.0181 -5.8548
H -0.5146 2.3037 -1.4758
H -5.8305 1.0152 1.1477
H -8.0513 2.0498 0.3765
H 4.0181 2.0868 3.3628
H -1.0770 0.7092 -5.0777
```

Frontier orbital gap   9.9 eV
Multiplicity   1
HOMO   -10.758 eV
Energy relative to the best compared isomer or geometry (same formula, charge and spin)   329.33 kJ/mol

---

[8]
ORCA calculation (ωB97M-V/def2-TZVPD) on C4H8N2 as an isolated structure at a distorted geometry.

The geometry in XYZ format:
```
14
C4H8N2 | the Open Molecules 2025 dataset | ωB97M-V/def2-TZVPD
N -2.4860 -0.2900 -0.0903
N 0.5457 -0.5693 -0.0433
C 0.1707 1.5047 -0.1209
C -0.5234 0.2636 -0.1245
C 1.4200 0.6139 0.1003
C 0.7464 -1.8354 -0.0884
H -3.0322 0.5327 0.1357
H -0.0643 -2.5413 -0.2675
H 2.2074 0.6782 -0.6571
H 1.8589 0.6905 1.1014
H -2.6106 -1.1513 0.4363
H 1.7517 -2.2453 0.0305
H 0.1558 2.1058 -1.0495
H -0.1399 2.2431 0.6373
```

Charge   +2
Frontier orbital gap (spin up / spin down)   7.1 / 7.1 eV
Multiplicity   1
HOMO (spin up / spin down)   -20.135 / -20.137 eV
Energy relative to the best compared isomer or geometry (same formula, charge and spin)   502.30 kJ/mol

---

[9]
ORCA calculation (ωB97M-V/def2-TZVPD) on C5H11N3O as an isolated structure at a distorted geometry.

The geometry in XYZ format:
```
20
C5H11N3O | the Open Molecules 2025 dataset | ωB97M-V/def2-TZVPD
O -0.0905 1.8860 -1.1873
N 0.0704 -0.8220 0.9486
N 1.1810 1.7397 0.8527
N -2.2666 1.0488 0.1578
C 0.5312 -0.3739 -0.2664
C 0.4368 1.1264 -0.3105
C -0.7428 -1.1400 -0.2621
C 1.9575 -0.9826 -0.7598
C -2.2907 -0.4954 -0.2211
H -0.4897 -2.1119 -0.5627
H 2.7106 -0.0277 -0.3003
H -1.7318 1.0829 0.9009
H -1.7786 1.5654 -0.6006
H 1.6219 1.2566 1.7696
H 0.4888 -1.8153 1.1690
H 1.7626 2.8368 0.7472
H -2.5396 -1.0521 0.9583
H 2.1636 -1.0611 -1.8617
H -3.2197 -0.6222 -1.1819
H 2.2255 -2.0382 0.0103
```

Frontier orbital gap   9.6 eV
Multiplicity   1
HOMO   -9.032 eV
Energy relative to the best compared isomer or geometry (same formula, charge and spin)   731.12 kJ/mol

---

[10]
ORCA calculation (ωB97M-V/def2-TZVPD) on a 8-piece molecular cluster, C16H48O8 overall at a distorted geometry.

The geometry in XYZ format:
```
72
C16H48O8 | the Open Molecules 2025 dataset | ωB97M-V/def2-TZVPD
O 31.8288 8.3874 10.7983
O 25.7602 10.5320 6.6409
O 25.0650 12.6479 13.8102
O 26.0858 12.0013 9.2634
O 23.2573 14.4430 5.5919
O 28.7588 12.9437 8.6372
O 24.2874 6.1930 11.7390
O 22.9908 8.0082 10.0793
C 29.6140 7.4530 11.1158
C 30.4919 8.7140 11.2025
C 26.0247 9.1268 6.5121
C 28.9092 12.3259 7.3790
C 22.1187 7.3779 9.1568
C 25.3479 13.8478 13.0661
C 27.3528 8.8636 7.1885
C 25.5441 10.9665 10.0778
C 24.5742 14.7071 6.0935
C 25.9793 8.7433 5.0406
C 25.6672 8.0867 11.9456
C 25.0151 16.0075 5.4851
C 24.5214 14.7592 7.6095
C 29.9854 9.8144 10.2628
C 25.4952 6.4354 13.8112
C 25.5508 6.6085 12.2861
H 26.2350 11.6152 8.3853
H 26.5687 8.5018 12.4056
H 24.9751 13.7117 12.0425
H 22.4745 7.4334 8.1266
H 24.1128 12.5980 13.8940
H 29.9948 6.8171 11.9186
H 29.0242 10.2388 10.5660
H 24.6810 14.5937 13.5156
H 28.7502 11.2423 7.4058
H 25.2761 15.3271 8.1576
H 21.9593 6.3293 9.4247
H 30.6314 9.0785 12.2174
H 24.3766 16.8185 5.8470
H 26.4235 6.7029 14.3130
H 30.0046 9.5804 9.2001
H 24.5474 13.7612 8.0587
H 23.5716 15.1891 7.9427
H 24.0752 5.2945 12.0114
H 26.3790 14.1751 13.0252
H 27.3256 9.2446 8.2119
H 24.8412 8.6583 12.3630
H 26.0403 16.2936 5.7275
H 26.1780 7.6868 4.8540
H 26.3264 5.9981 11.8165
H 31.8247 8.1283 9.8715
H 24.9737 8.8936 4.6371
H 25.0961 10.7954 5.9972
H 25.2959 5.3818 14.0280
H 25.7851 8.2097 10.8707
H 26.6886 9.3599 4.4881
H 30.6853 10.6366 10.4491
H 25.2614 8.5922 7.0913
H 22.9917 13.5701 5.8986
H 28.1388 12.6467 6.6664
H 23.3979 7.3237 10.6517
H 27.5658 7.7974 7.2776
H 21.1457 7.8686 9.2400
H 28.1592 9.3444 6.6349
H 26.3562 10.2807 10.3399
H 24.6770 7.0559 14.1721
H 24.9707 16.0165 4.3942
H 29.7117 6.9440 10.1578
H 29.9192 12.4917 7.0140
H 27.9974 12.5200 9.0650
H 24.7046 10.4104 9.6494
H 28.5655 7.7081 11.2689
H 25.1534 11.4662 10.9663
H 25.2589 13.9069 5.7859
```

Frontier orbital gap   10.1 eV
Multiplicity   1
HOMO   -9.746 eV
Energy relative to the best compared isomer or geometry (same formula, charge and spin)   223.31 kJ/mol

---

[11]
ORCA calculation (ωB97M-V/def2-TZVPD) on a 2-piece molecular cluster, C6H4O overall at a distorted geometry.

The geometry in XYZ format:
```
11
C6H4O | the Open Molecules 2025 dataset | ωB97M-V/def2-TZVPD
O 1.0200 0.1654 -0.4936
C 0.4359 -3.0235 0.8088
C -2.1331 0.7524 0.7323
C 0.2242 1.9205 -0.7380
C 0.3051 -1.8687 0.4883
C 0.1041 -0.4872 0.1305
C -1.0627 0.1507 0.4483
H -0.3560 1.7289 -1.6360
H 0.5577 -4.0480 1.0885
H -0.3405 2.5015 0.0129
H 1.2453 2.2082 -0.8421
```

Frontier orbital gap   8.6 eV
Multiplicity   1
HOMO   -9.569 eV
Energy relative to the best compared isomer or geometry (same formula, charge and spin)   657.25 kJ/mol

---

[12]
ORCA calculation (ωB97M-V/def2-TZVPD) on one molecule with the formula C4H5N3 at a distorted geometry.

The geometry in XYZ format:
```
12
C4H5N3 | the Open Molecules 2025 dataset | ωB97M-V/def2-TZVPD
N -1.8763 2.7809 -0.8238
N -0.8673 -2.2486 0.4709
N 0.4321 0.3713 -0.3217
C -1.4153 -1.2210 0.4844
C 1.4128 -0.6558 0.0599
C -1.4851 1.7438 -0.4743
C -0.8496 0.5294 0.1473
H 1.6330 -1.2927 -0.8079
H 1.1105 -1.3443 0.8552
H 2.3067 -0.1295 0.3882
H 0.6738 0.8850 -1.1584
H -1.0753 0.5815 1.1803
```

Frontier orbital gap   9.6 eV
Multiplicity   1
HOMO   -10.065 eV
Energy relative to the best compared isomer or geometry (same formula, charge and spin)   411.38 kJ/mol

---

[13]
ORCA calculation (ωB97M-V/def2-TZVPD) on one molecule with the formula C4H4O3 at a distorted geometry.

The geometry in XYZ format:
```
11
C4H4O3 | the Open Molecules 2025 dataset | ωB97M-V/def2-TZVPD
O 0.4047 -1.9900 -0.0235
O -0.3572 1.0667 -0.9242
O -0.2806 -0.0053 1.0975
C -0.9131 -0.0934 -0.2235
C 0.7309 0.8835 1.0352
C 0.7174 1.5273 -0.1316
C -0.2633 -1.3210 -0.8003
H 1.2753 2.4092 -0.4952
H 1.4341 0.8804 1.8355
H -1.9857 -0.1158 -0.0577
H -0.4902 -1.7230 -1.7601
```

Frontier orbital gap   9.0 eV
Multiplicity   1
HOMO   -8.352 eV
Energy relative to the best compared isomer or geometry (same formula, charge and spin)   262.29 kJ/mol